(1)
# C30H43CrF3N10O3P2

A structure of composition C30H43CrF3N10O3P2 (ωB97M-V with the def2-TZVPD basis set, the Open Molecules 2025 dataset).

Geometry as XYZ:
```
92
Properties=species:S:1:pos:R:3
Cr -0.0892 -0.1070 0.1020
C 4.7006 -2.2596 1.6083
N 3.3180 -1.7605 1.6340
C 2.3762 -2.6422 2.3269
P 2.8943 -0.2482 1.2644
O 1.8500 -0.1315 0.1627
O 2.1807 0.3491 2.6027
P 0.6717 0.6833 3.0267
O -0.2656 0.0793 1.9652
N 0.2767 0.0149 4.4337
C 0.8446 0.5568 5.6789
C -0.3857 -1.2803 4.5982
N 0.6407 2.2973 3.0914
C -0.5520 2.9255 3.6797
C 1.7936 3.1970 2.9843
N 4.1842 0.6536 0.9562
C 5.1698 0.9234 2.0127
C 4.4800 1.2629 -0.3429
H 4.6856 -3.2850 1.2420
H 5.1376 -2.2484 2.6077
H 5.3078 -1.6642 0.9321
H 2.3652 -3.6182 1.8410
H 1.3654 -2.2375 2.2867
H 2.6695 -2.7699 3.3712
H 1.3205 1.5195 5.4990
H 1.5903 -0.1287 6.0832
H 0.0484 0.6895 6.4106
H -0.8074 -1.6119 3.6533
H -1.1886 -1.1739 5.3271
H 0.3198 -2.0281 4.9637
H -1.4142 2.2640 3.6003
H -0.7676 3.8442 3.1353
H -0.3913 3.1719 4.7307
H 2.6366 2.6901 2.5245
H 2.0882 3.5627 3.9699
H 1.5151 4.0518 2.3672
H 6.1611 0.6196 1.6761
H 4.9282 0.3673 2.9177
H 5.1875 1.9887 2.2466
H 3.8003 0.8857 -1.1028
H 5.4962 0.9993 -0.6363
H 4.4047 2.3500 -0.2817
F 0.8891 6.6593 0.3124
C 0.1866 6.2075 -0.7370
F -1.0158 6.7732 -0.7124
F 0.8168 6.5627 -1.8501
C 0.0786 4.6971 -0.6269
C -0.9527 4.1248 0.1029
C -0.9706 2.7535 0.2500
N -0.0304 1.9556 -0.2764
C 0.9530 2.5169 -0.9949
C 1.0394 3.8805 -1.2014
H -1.7312 4.7325 0.5430
H -1.7552 2.2657 0.8128
H 1.6921 1.8435 -1.4059
H 1.8412 4.2924 -1.7981
N 0.3611 -7.2116 -0.9896
C -0.0712 -8.4839 -0.7028
C 0.2754 -9.7322 -1.2247
C -0.3808 -10.8141 -0.6854
C -1.3505 -10.6785 0.3376
C -1.6910 -9.4527 0.8462
C -1.0368 -8.3295 0.3099
N -1.1854 -7.0062 0.6140
C -0.3472 -6.3669 -0.1721
C -0.2230 -4.9312 -0.1316
C 0.7124 -4.1893 -0.8634
C 0.7423 -2.8183 -0.7401
N -0.1102 -2.1351 0.0444
C -1.0132 -2.8460 0.7539
C -1.0918 -4.2102 0.7084
H 1.0189 -6.9689 -1.7095
H 1.0143 -9.8468 -2.0053
H -0.1525 -11.8057 -1.0514
H -1.8272 -11.5708 0.7177
H -2.4290 -9.3394 1.6272
H 1.4297 -4.6628 -1.5187
H 1.4797 -2.2344 -1.2772
H -1.6826 -2.2726 1.3811
H -1.8165 -4.7510 1.3001
C -3.5671 -0.2576 1.4680
C -3.2257 -0.2034 0.0221
N -2.0155 -0.0993 -0.5229
C -2.1958 -0.0745 -1.9009
C -3.5167 -0.1657 -2.1755
N -4.1424 -0.2441 -0.9567
H -2.6694 -0.1417 2.0700
H -4.0433 -1.2072 1.7179
H -4.2682 0.5367 1.7276
H -1.3749 0.0130 -2.5955
H -4.0556 -0.1781 -3.1060
H -5.1393 -0.3178 -0.8142
```

Summary:
* molecular weight: 762.68 g mol⁻¹
* E_HOMO (alpha / beta): -14.24 / -14.24 eV
* charge: +3
* HOMO-LUMO gap (alpha / beta): 4.86 / 5.72 eV
* LUMO level (alpha / beta): -9.383 / -8.518 eV
* <S²>: 3.7723
* multiplicity: 4
* maximum force: 0.26 eV/Å

=====

(2)
# C27H47BCl2N3O5S5

A cluster of 3 separate species, C27H47BCl2N3O5S5 in total at a distorted geometry (ωB97M-V with the def2-TZVPD basis set, the Open Molecules 2025 dataset).

Geometry as XYZ:
```
90
Properties=species:S:1:pos:R:3
C 0.3695 -1.2462 -2.4218
C 1.2933 -2.4559 -2.3649
N 2.1085 -2.5482 -1.1334
C 3.0940 -3.6846 -1.3272
C 4.4594 -3.4285 -0.6840
C 1.3934 -2.8337 0.0308
S 2.0612 -2.6507 1.5124
S -0.2482 -3.4747 -0.0975
C -1.0999 -2.7768 1.3482
C -2.5538 -2.5071 0.9441
C -3.1324 -1.1712 1.4758
C -3.1086 -0.0944 0.4250
C -3.8861 -0.2142 -0.7303
B -4.8258 -1.4644 -1.0189
C -4.5194 -2.3791 -2.2656
O -5.8721 -1.7018 -0.1917
C -3.7992 0.8324 -1.6629
N -3.0480 1.8980 -1.5228
N -2.3550 1.9894 -0.4098
C -1.5390 3.2224 -0.3116
C -2.2400 4.3311 0.4494
C -1.3419 5.5812 0.4189
S -0.7762 5.9486 2.1004
C -2.3319 1.0734 0.5679
C -1.5421 1.2954 1.7936
Cl -2.4868 1.9220 3.1040
C -0.2384 1.0515 1.9022
C 0.5856 0.5495 0.7536
Cl 0.5827 1.3309 3.3733
H 0.0739 -1.0575 -3.4538
H 0.8909 -0.3498 -2.0856
H -0.5465 -1.3943 -1.8516
H 1.9918 -2.3571 -3.1885
H 0.7158 -3.3621 -2.5708
H 3.2526 -3.8456 -2.3920
H 2.6486 -4.6025 -0.9406
H 5.2304 -3.6130 -1.4320
H 4.6355 -4.1364 0.1211
H 4.5689 -2.4024 -0.3548
H -1.0659 -3.5414 2.1190
H -0.5848 -1.9052 1.7421
H -2.5835 -2.4930 -0.1465
H -3.2158 -3.3144 1.2472
H -4.1677 -1.3434 1.7566
H -2.5715 -0.8610 2.3518
H -4.9627 -1.9306 -3.1556
H -3.4422 -2.4651 -2.4149
H -4.8955 -3.3922 -2.1278
H -6.1457 -2.6223 -0.2813
H -4.3854 0.7670 -2.5686
H -1.3868 3.5539 -1.3350
H -0.5571 2.9876 0.0844
H -2.4015 4.0531 1.4871
H -3.1977 4.5437 -0.0211
H -0.4643 5.3822 -0.1953
H -1.8389 6.4300 -0.0401
H 0.4581 6.4146 1.8787
H 0.9522 1.3569 0.1221
H 1.4530 0.0259 1.1477
H 0.0169 -0.1870 0.1888
C -2.1161 4.0316 7.4568
C -0.8562 3.1598 7.5543
C 0.2681 3.8968 6.8154
S -0.1197 5.6513 6.9334
O -0.3947 6.1488 5.6091
O 0.8340 6.3037 7.7885
C -1.6721 5.4493 7.8021
H -2.9007 3.6865 8.1282
H -2.5080 4.0039 6.4371
H -0.5845 3.0287 8.6030
H -1.0170 2.1684 7.1323
H 1.2435 3.7265 7.2637
H 0.2956 3.6393 5.7577
H -2.3670 6.2193 7.4763
H -1.4668 5.5549 8.8667
C 5.3225 -2.1848 -7.0444
C 5.3975 -3.6638 -7.4477
C 4.9049 -4.4903 -6.2524
S 3.7526 -3.4388 -5.3619
O 4.2986 -3.1450 -4.0543
O 2.4113 -3.9519 -5.4875
C 3.9515 -1.9969 -6.4017
H 5.4535 -1.5240 -7.8992
H 6.1070 -1.9576 -6.3197
H 4.7516 -3.8406 -8.3094
H 6.4073 -3.9538 -7.7313
H 4.3845 -5.3950 -6.5556
H 5.7149 -4.7405 -5.5700
H 3.8713 -1.0997 -5.7919
H 3.1550 -2.0191 -7.1449
```

Summary:
* molecular weight: 735.74 g mol⁻¹
* E_HOMO: -10.43 eV
* charge: +1
* HOMO-LUMO gap: 6.21 eV
* LUMO level: -4.219 eV
* multiplicity: 1
* maximum force: 2.00 eV/Å

=====

(3)
# C28H38Br3CaCl4F16MgN5NaO20P3S3

A structure of composition C28H38Br3CaCl4F16MgN5NaO20P3S3 at a distorted geometry (ωB97M-V with the def2-TZVPD basis set, the Open Molecules 2025 dataset).

Geometry as XYZ:
```
123
Properties=species:S:1:pos:R:3
C 3.3385 -0.5363 -3.6131
C 2.7245 0.5687 -2.6782
O 2.1380 0.1110 -1.4639
C 1.2273 -0.9484 -1.7882
C 0.0321 -1.0960 -0.7404
C -1.2721 -1.7661 -1.3824
C -0.7256 -3.0759 -2.0035
C -1.5409 -4.3963 -2.1127
C -2.2212 -4.7968 -3.4540
F -2.3088 -6.2065 -3.3945
Br -1.1789 -4.4932 -5.0787
C -3.7873 -4.3686 -3.5367
F -4.1166 -3.4036 -2.6035
F -4.5747 -5.4498 -3.2246
Br -4.2898 -3.9038 -5.3697
C -2.1356 -2.1651 -0.0774
C -1.5533 -3.1881 0.9644
O -1.3409 -2.7322 2.3007
C -0.1027 -2.3520 2.6457
F -0.0402 -2.3807 4.0159
F 0.2100 -1.0390 2.3303
F 0.9302 -3.1118 2.2221
C -3.0828 -0.9450 0.4334
N -2.7626 -0.2784 1.6683
P -4.4409 -2.1604 1.0983
P -5.8009 -1.2354 2.5738
O -7.1864 -1.4998 2.0854
O -5.6452 -2.0953 3.9710
O -5.5958 0.3674 2.7952
N -3.2049 -0.1485 -0.8631
C -3.1219 1.3829 -0.7925
C -1.9829 2.1156 -0.0459
C -0.5658 2.5110 -0.5819
N -2.1907 2.6027 1.1191
P -4.9756 -0.1813 -1.3363
O -5.9643 0.1948 -0.2997
C -2.3574 -0.7318 -1.9873
F -1.3454 0.3272 -2.3091
C -2.8003 -0.8422 -3.4694
O -1.9391 -1.4709 -4.1128
C -3.8124 -0.2252 -4.4564
F -3.6771 -0.8250 -5.7068
F -5.1731 -0.5252 -4.2660
C -3.6070 1.2932 -4.8812
F -4.1236 2.2466 -3.9994
F -4.3837 1.4253 -6.0686
C -2.1592 1.7194 -5.2839
F -1.4258 2.2813 -4.2469
F -1.4032 0.7312 -5.8365
C -2.2578 2.9765 -6.3966
O -2.9724 3.9475 -6.2225
O -1.4974 3.0315 -7.5435
H 4.2724 -0.1920 -4.1284
H 3.5381 -1.5093 -3.1175
H 2.6040 -0.7116 -4.4438
H 1.9280 1.0950 -3.2885
H 3.5685 1.3342 -2.5054
H 1.7633 -1.9322 -1.8225
H 0.7371 -0.8441 -2.7925
H -0.1895 -0.1432 -0.2083
H 0.4724 -1.7641 0.0457
H -0.2230 -2.8863 -2.9901
H 0.1529 -3.3573 -1.3576
H -2.3145 -4.5698 -1.3150
H -0.8245 -5.2437 -1.9254
H -2.9575 -2.7574 -0.5933
H -0.6530 -3.7332 0.5741
H -2.3151 -4.0073 1.0372
H -1.8013 0.0582 1.7301
H -2.9253 -0.8391 2.5010
H -5.3295 -2.5629 0.0428
H -6.3038 -2.8171 3.9629
H -5.1587 0.8001 2.0450
H -3.1762 1.8297 -1.8213
H -4.0594 1.8011 -0.3262
H -0.4692 2.4419 -1.6897
H -0.3853 3.5753 -0.2794
H 0.2103 1.9242 -0.0310
H -3.1585 2.4076 1.4103
H -5.3319 -1.4052 -1.9553
H -5.0542 0.8506 -2.3223
H -1.4672 2.1282 -8.0102
Br 0.0380 1.1951 -7.5708
C 2.0192 -2.7010 6.5577
C 3.4713 -2.8607 6.7787
N 4.5982 -2.9855 6.9493
H 1.8410 -2.3276 5.5507
H 1.5177 -3.6616 6.6747
H 1.6085 -1.9928 7.2803
Na -5.3408 3.7596 -5.2542
N 4.5902 2.5943 1.8030
S 5.3129 3.2322 0.5650
O 5.4809 4.6476 0.5606
O 5.0727 2.6137 -0.7476
F 6.7718 2.7631 0.8380
S 3.0618 2.9627 1.8520
O 2.4450 2.6849 3.0951
O 2.2460 2.6427 0.6736
F 3.0539 4.5437 1.8426
Ca 3.1948 3.1209 -1.4730
C 0.2935 0.3010 9.0104
O 0.9223 -0.4470 8.2804
O -0.5619 1.1261 8.3701
O 0.3272 0.4115 10.3184
H -0.3391 0.7862 7.4846
C 7.3303 -0.6000 6.3378
C 6.3371 0.4592 5.9074
O 7.0641 1.6886 5.9645
S 8.6140 1.4052 5.6032
O 8.8164 1.7110 4.2271
O 9.4210 1.9515 6.6348
O 8.5783 -0.1999 5.7618
H 7.4457 -0.6160 7.4237
H 7.0508 -1.5923 5.9897
H 5.4640 0.4981 6.5553
H 6.0157 0.3034 4.8734
F 1.8373 1.0055 10.6943
Mg 2.2570 -0.1582 -8.3000
C 3.8115 7.4113 -3.9306
Cl 5.0513 7.2391 -5.1758
Cl 4.2709 6.4433 -2.5035
Cl 3.6683 9.1047 -3.4607
Cl 2.2549 6.8293 -4.5542
```

Summary:
* molecular weight: 1726.61 g mol⁻¹
* E_HOMO: -8.95 eV
* charge: +2
* HOMO-LUMO gap: 2.05 eV
* LUMO level: -6.893 eV
* multiplicity: 1
* maximum force: 6.75 eV/Å

=====

Number 1: E_tot -3968.51874 hartree. Number 2: E_tot -4533.40176 hartree. Number 3: E_tot -17286.57245 hartree.